1.
ORCA calculation (the ωB97M-V functional and the def2-TZVPD basis) on a cluster of 15 separate species, C10H50O20 in total in a non-equilibrium geometry.

Last column: Mulliken charge in e.
Cartesian coordinates (Å):
O -2.43 4.30 -1.37  -0.62
H -1.65 4.53 -0.86  0.28
H -3.26 4.62 -0.95  0.27
O -3.01 3.81 -4.22  -0.65
H -3.11 4.62 -4.74  0.30
H -2.60 4.07 -3.39  0.34
O -0.90 -2.57 3.72  -0.68
H -0.69 -3.46 3.35  0.31
H -0.13 -2.02 3.66  0.30
O -2.00 1.04 -3.64  -0.63
H -2.26 1.86 -4.11  0.26
H -1.01 1.12 -3.45  0.39
O -0.34 0.08 1.13  -0.55
H -0.24 -0.91 1.16  0.45
H -1.09 0.18 0.49  -0.04
O 2.25 0.54 0.01  -0.17
H 2.56 1.14 0.70  0.26
H 1.31 0.50 0.21  0.08
O 2.87 0.43 -2.68  -0.69
H 2.58 0.35 -1.76  0.23
H 3.04 -0.51 -2.84  0.36
O -3.98 -1.23 -1.99  -0.60
H -4.57 -0.75 -1.38  0.33
H -4.00 -0.75 -2.80  0.25
O -1.88 -4.23 1.03  -0.83
H -2.00 -4.20 0.06  0.45
H -2.40 -3.51 1.41  0.48
O -2.49 1.52 -0.90  -0.59
H -2.53 2.50 -0.90  0.25
H -2.46 1.32 -1.87  0.27
C 1.48 3.44 -1.75  -0.30
C 0.97 2.78 -3.06  -0.30
O 0.62 1.48 -2.67  -0.58
O 0.45 3.42 -0.78  -0.48
H 1.77 4.46 -1.83  0.51
H 2.33 2.84 -1.33  0.04
H 1.78 2.72 -3.71  0.42
H 0.16 3.48 -3.40  0.15
H 1.39 0.90 -2.91  0.39
H 0.11 2.50 -0.76  0.27
C -4.18 -1.18 2.14  -0.51
C -4.28 0.26 1.78  -0.23
O -4.69 0.34 0.37  -0.61
O -2.88 -1.74 1.92  -0.36
H -4.93 -1.78 1.60  0.28
H -4.40 -1.31 3.23  0.32
H -3.27 0.72 1.98  0.11
H -5.10 0.74 2.34  0.33
H -3.94 0.78 -0.07  0.55
H -2.56 -2.06 2.76  0.29
C 0.26 -2.42 -0.96  -0.34
C -1.05 -2.10 -1.65  0.45
O -1.89 -3.26 -1.64  -0.63
O 0.12 -2.51 0.46  -0.53
H 1.09 -1.73 -1.26  -0.09
H 0.68 -3.41 -1.26  0.37
H -0.73 -1.92 -2.68  0.31
H -1.51 -1.20 -1.18  -0.23
H -2.79 -2.92 -1.89  0.36
H -0.54 -3.23 0.58  0.30
C 3.85 -2.62 0.71  -0.10
C 5.04 -2.60 1.68  -0.48
O 6.20 -2.92 1.06  -0.57
O 4.00 -1.66 -0.35  -0.56
H 2.80 -2.57 1.13  0.03
H 3.80 -3.61 0.18  0.32
H 4.91 -3.31 2.46  0.41
H 5.14 -1.62 2.07  0.24
H 6.33 -2.35 0.28  0.32
H 3.66 -0.83 0.06  0.34
C 2.71 0.35 3.69  -0.05
C 3.11 1.76 3.43  -0.61
O 2.92 2.25 2.08  -0.51
O 1.34 0.06 3.69  -0.54
H 3.08 0.09 4.69  0.44
H 3.18 -0.32 2.92  -0.06
H 4.17 1.81 3.70  0.36
H 2.64 2.51 4.09  0.38
H 2.17 2.86 2.14  0.30
H 0.93 0.24 2.86  0.26

Properties
- M: 490.49 g/mol
- LUMO level: 0.0002 hartree


2.
ORCA calculation (the ωB97M-V functional and the def2-TZVPD basis) on a structure of composition C10H5BrHfIN12 in a non-equilibrium geometry.

Last column: natural (NBO) charge in e.
Cartesian coordinates (Å):
Hf 0.17 -0.51 0.79  2.01
N 0.19 0.10 4.15  -0.58
C 0.75 1.12 3.37  0.49
N 1.14 2.29 3.74  -0.29
N 1.61 2.88 2.59  0.01
N 1.50 2.10 1.59  -0.08
N 0.96 0.91 2.04  -0.67
C -0.26 -0.97 3.42  0.47
N 0.23 -2.23 3.45  -0.23
N -0.27 -2.83 2.39  0.05
N -1.09 -2.02 1.74  -0.26
N -1.12 -0.81 2.40  -0.47
H 0.55 -0.04 5.08  0.46
Br -0.18 1.78 -0.87  0.28
C -1.17 1.43 -2.46  -0.12
C -1.28 2.50 -3.33  -0.20
C -1.99 2.33 -4.51  -0.17
C -2.58 1.11 -4.80  -0.16
C -2.47 0.04 -3.92  -0.21
C -1.76 0.21 -2.75  -0.20
I -1.62 -1.42 -1.46  0.43
H -0.81 3.45 -3.09  0.25
H -2.07 3.15 -5.20  0.25
H -3.14 0.98 -5.72  0.25
H -2.93 -0.91 -4.15  0.25
N 1.73 -1.59 0.22  -0.96
C 2.58 -2.32 0.74  0.79
N 3.31 -3.08 1.28  -0.49
C 4.51 -3.59 1.52  0.40
N 5.53 -4.07 1.74  -0.25

Properties
- M: 678.53 g/mol
- LUMO level: -0.1730 hartree
- Net charge: +1


3.
ORCA calculation (the ωB97M-V functional and the def2-TZVPD basis) on a structure of composition C10H5ClNO5W in a non-equilibrium geometry.

Last column: Löwdin spin population.
Cartesian coordinates (Å):
O 4.86 1.28 -1.97  0.00
C 3.81 1.10 -1.53  0.00
W -0.72 0.36 0.45  1.13
O 0.06 -2.54 -0.75  0.04
C -0.23 -1.50 -0.32  0.02
C -1.77 1.77 1.56  0.03
O -2.34 2.56 2.19  0.04
C -0.20 1.46 -1.12  0.18
O 0.14 2.11 -2.03  0.25
C 1.06 0.70 1.28  0.09
O 2.12 0.90 1.75  0.14
H 2.47 0.89 -0.95  0.01
Cl -5.10 -3.06 -1.01  0.00
C -4.31 -2.25 0.27  0.01
C -4.76 -2.38 1.58  0.01
C -4.04 -1.72 2.58  0.00
C -2.94 -0.94 2.24  0.02
N -2.51 -0.83 0.96  0.03
C -3.18 -1.48 -0.03  0.01
H -5.64 -2.98 1.80  0.00
H -4.33 -1.78 3.63  0.00
H -2.39 -0.38 3.00  0.00
H -2.82 -1.39 -1.05  0.00

Properties
- M: 438.44 g/mol
- Multiplicity: 3
- LUMO level (alpha / beta): -0.4950 / -0.5505 hartree
- Net charge: +3


4.
ORCA calculation (the ωB97M-V functional and the def2-TZVPD basis) on a structure of composition C10H5MnNO3 in a non-equilibrium geometry.

Last column: Löwdin spin population.
Cartesian coordinates (Å):
O 3.17 0.37 -1.65  0.09
C 2.15 0.25 -1.11  0.09
Mn 0.38 -0.03 -0.49  4.32
C 0.16 1.56 0.42  0.09
C 0.77 -0.99 1.02  0.09
O 0.08 2.70 0.70  0.11
O 1.16 -1.82 1.77  0.11
N -1.79 -0.54 -0.49  0.04
C -2.93 -0.82 -0.58  0.03
C -4.31 -1.18 -0.70  0.01
C -5.10 -1.26 0.46  0.01
C -6.45 -1.59 0.39  0.00
C -7.02 -1.85 -0.86  0.01
C -6.26 -1.79 -2.04  0.00
C -4.91 -1.46 -1.95  0.01
H -4.58 -1.04 1.40  0.00
H -7.02 -1.63 1.32  0.00
H -8.07 -2.11 -0.93  0.00
H -6.69 -2.00 -3.03  0.00
H -4.25 -1.39 -2.83  0.00

Properties
- M: 242.09 g/mol
- Multiplicity: 6
- LUMO level (alpha / beta): -0.3493 / -0.4257 hartree
- Net charge: +2


5.
ORCA calculation (the ωB97M-V functional and the def2-TZVPD basis) on a structure of composition C10H6 in a non-equilibrium geometry.

Last column: natural (NBO) charge in e.
Cartesian coordinates (Å):
C 2.14 -0.50 -0.13  -0.15
C 1.21 -1.26 0.49  -0.23
C 1.58 0.73 -0.71  -0.32
C -1.15 -1.29 -0.44  0.22
C -0.07 -0.63 0.17  -0.25
C 0.26 0.66 -0.59  0.12
C -2.39 -0.84 -0.49  -0.37
C -2.05 0.43 0.10  0.09
C -0.85 0.46 1.04  -0.19
C -0.92 1.43 -0.10  -0.30
H 3.20 -0.79 -0.01  0.21
H 1.43 -2.20 0.81  0.21
H 2.21 1.52 -0.88  0.22
H -3.14 -0.89 -1.26  0.25
H -0.59 0.66 2.13  0.25
H -0.85 2.50 -0.14  0.26

Properties
- M: 126.16 g/mol
- LUMO level (alpha / beta): -0.0096 / -0.0114 hartree


6.
ORCA calculation (the ωB97M-V functional and the def2-TZVPD basis) on a structure of composition C10H6Cl2N2O3SY2 in a non-equilibrium geometry.

Last column: natural (NBO) charge in e.
Cartesian coordinates (Å):
Y -0.11 0.27 -4.08  1.46
Y 0.61 0.41 -1.19  1.66
Cl -0.78 -1.37 -2.30  -0.47
Cl -0.63 2.41 -2.82  -0.45
C 1.72 2.29 -0.49  0.36
C 0.59 -1.44 -5.31  0.38
C 0.69 1.47 -5.78  0.37
O 2.30 3.17 -0.06  -0.18
O 0.90 -2.38 -5.92  -0.17
O 1.04 2.14 -6.65  -0.16
N 1.18 -2.69 -0.16  -0.67
C 0.51 -1.91 0.79  0.35
N 0.21 -0.66 0.57  -0.85
C -0.44 -0.03 1.77  0.29
C -0.84 1.30 1.87  -0.29
C -1.36 1.68 3.11  0.06
C -1.48 0.79 4.16  -0.07
C -1.08 -0.55 4.05  -0.18
C -0.56 -0.94 2.82  -0.06
S 0.09 -2.60 2.35  0.64
H 1.38 -3.61 0.07  0.46
H 1.45 -2.29 -1.00  0.39
H -0.71 1.96 1.02  0.23
H -1.66 2.71 3.22  0.29
H -1.88 1.12 5.12  0.30
H -1.15 -1.27 4.84  0.30

Properties
- M: 482.95 g/mol
- LUMO level (alpha / beta): -0.5520 / -0.6195 hartree
- Net charge: +4


7.
ORCA calculation (the ωB97M-V functional and the def2-TZVPD basis) on an isolated molecule of C10H6Cl6O2 in a non-equilibrium geometry.

Last column: natural (NBO) charge in e.
Cartesian coordinates (Å):
Cl -0.23 3.29 -2.27  0.08
Cl 1.90 0.80 -3.48  0.07
Cl 1.71 0.47 2.02  0.05
Cl 2.90 2.11 0.05  0.03
Cl -0.48 2.80 1.11  0.02
Cl 2.80 -1.13 -1.04  0.02
O -2.82 -0.16 1.31  -0.71
O 0.38 -2.00 1.72  -0.46
C 0.35 1.87 -1.44  -0.06
C 1.16 0.89 -1.90  -0.04
C 1.48 1.01 0.35  -0.01
C -0.95 -1.75 1.36  0.05
C -1.36 -0.27 1.30  0.04
C 0.14 -2.06 0.32  0.04
C 0.10 1.49 0.03  -0.11
C 1.37 -0.08 -0.77  -0.10
C -0.84 0.27 0.00  -0.24
C 0.06 -0.85 -0.61  -0.27
H -3.19 -0.67 0.56  0.46
H -1.70 -2.51 1.55  0.20
H -0.95 0.27 2.14  0.23
H 0.22 -3.08 -0.07  0.21
H -1.70 0.46 -0.68  0.25
H -0.35 -1.18 -1.56  0.25

Properties
- M: 370.87 g/mol
- SMILES string: O[C@H]1[C@@H]2O[C@@H]2[C@H]2[C@@H]1[C@]1(Cl)C(Cl)=C(Cl)[C@@]2(Cl)C1(Cl)Cl
- LUMO level: 0.0068 hartree


8.
ORCA calculation (the ωB97M-V functional and the def2-TZVPD basis) on a structure of composition C10H6F5PtS3.

Last column: Löwdin spin population.
Cartesian coordinates (Å):
Pt -0.13 0.03 0.31  0.79
C -2.50 -0.52 4.34  0.02
C -1.88 -0.62 2.96  0.12
S -0.81 0.64 2.52  0.40
C -2.17 -1.66 2.12  0.09
C -3.12 -2.78 2.51  0.01
S -1.49 -1.79 0.56  0.38
H -2.14 0.38 4.84  0.01
H -2.23 -1.38 4.96  0.00
H -3.59 -0.47 4.29  0.00
H -3.53 -2.65 3.51  0.00
H -2.61 -3.74 2.48  0.00
H -3.96 -2.83 1.81  0.00
F 3.40 0.67 -5.96  0.00
C 2.92 0.87 -4.72  0.01
C 2.04 -0.02 -4.16  0.00
F 1.66 -1.10 -4.86  0.00
C 1.55 0.19 -2.88  0.01
F 0.70 -0.74 -2.42  0.05
C 1.90 1.28 -2.10  0.02
S 1.36 1.66 -0.48  0.07
C 2.80 2.16 -2.72  0.01
F 3.22 3.26 -2.06  0.00
C 3.30 1.97 -3.99  0.00
F 4.16 2.86 -4.52  0.00

Properties
- M: 512.43 g/mol
- Multiplicity: 3
- LUMO level (alpha / beta): 0.1055 / 0.0633 hartree
- Net charge: -1


9.
ORCA calculation (the ωB97M-V functional and the def2-TZVPD basis) on a structure of composition C10H6FeN2O5 in a non-equilibrium geometry.

Last column: Löwdin spin population.
Cartesian coordinates (Å):
O 0.41 2.91 -2.99  0.01
C -0.13 2.24 -2.25  0.09
Fe -1.63 0.95 -0.74  3.29
O -3.84 2.46 -1.90  0.05
C -2.95 1.88 -1.45  0.05
C -2.72 0.07 0.30  0.07
O -3.44 -0.51 0.99  0.09
C -1.42 2.28 0.51  0.07
O -1.37 3.10 1.33  0.05
C -1.83 -0.27 -2.14  0.07
O -2.04 -1.02 -2.99  0.04
N 3.12 -2.11 1.83  0.47
C 2.13 -1.43 1.19  0.07
C 0.97 -2.11 0.75  0.17
C -0.03 -1.39 0.11  -0.02
N 0.07 -0.05 -0.06  0.26
C 1.18 0.62 0.33  -0.03
C 2.24 -0.05 0.94  0.17
H 3.05 -3.10 2.02  0.01
H 3.95 -1.64 2.15  0.01
H 0.84 -3.18 0.91  0.01
H -0.93 -1.88 -0.25  0.00
H 1.22 1.70 0.16  0.00
H 3.13 0.51 1.25  0.01

Properties
- M: 290.01 g/mol
- Multiplicity: 6
- LUMO level (alpha / beta): -0.4327 / -0.5606 hartree
- Net charge: +3


10.
ORCA calculation (the ωB97M-V functional and the def2-TZVPD basis) on a structure of composition C10H6HgN2O5 in a non-equilibrium geometry.

Last column: natural (NBO) charge in e.
Cartesian coordinates (Å):
Hg 0.18 -0.06 0.08  1.39
O -1.86 -2.48 -1.69  -0.33
C -1.24 -1.69 -1.18  0.42
C -1.06 1.41 1.61  0.42
O -1.60 2.03 2.38  -0.33
C 2.35 0.24 -0.42  0.42
O 3.47 0.43 -0.70  -0.27
C -0.52 1.57 -1.71  0.43
O -0.78 2.31 -2.51  -0.32
N 2.21 -4.19 4.72  -0.77
C 2.25 -3.30 3.72  0.63
O 3.26 -2.84 3.19  -0.57
C 0.90 -2.89 3.26  -0.13
C -0.40 -3.27 3.69  -0.08
C -1.60 -2.78 3.15  -0.20
C -1.49 -1.85 2.10  0.03
N -0.24 -1.53 1.72  -0.65
C 0.92 -1.97 2.22  0.09
H 3.10 -4.48 5.05  0.43
H 1.38 -4.57 5.16  0.41
H -0.45 -3.98 4.49  0.24
H -2.62 -3.06 3.47  0.28
H -2.31 -1.35 1.54  0.23
H 1.80 -1.52 1.71  0.22

Properties
- M: 434.76 g/mol
- LUMO level: -0.2999 hartree
- Net charge: +2


11.
ORCA calculation (the ωB97M-V functional and the def2-TZVPD basis) on an isolated molecule of C10H6N2 in a non-equilibrium geometry.

Last column: natural (NBO) charge in e.
Cartesian coordinates (Å):
C 2.38 -0.77 -0.52  0.24
C 0.93 -0.96 -0.42  -0.13
C 0.25 -2.02 -0.89  -0.13
C -1.23 -2.04 -0.94  -0.21
C -1.95 -1.03 -0.41  -0.16
C -1.29 0.08 0.26  -0.12
C -1.89 1.30 0.74  0.08
C 0.05 2.50 0.99  0.04
C 0.83 1.37 0.65  -0.26
C 0.14 0.16 0.22  0.03
H 0.84 -2.80 -1.07  0.21
H -1.58 -3.03 -1.00  0.22
H -3.02 -1.28 -0.44  0.23
H -2.92 1.51 0.66  0.20
H 0.52 3.42 1.33  0.20
H 1.88 1.54 0.70  0.23
N 3.42 -1.14 -0.90  -0.26
N -1.29 2.44 1.15  -0.41

Properties
- M: 154.17 g/mol
- SMILES string: N#Cc1cccc2cnccc12
- LUMO level: -0.0192 hartree


12.
ORCA calculation (the ωB97M-V functional and the def2-TZVPD basis) on a cluster of 2 separate species, C10H6N2 in total in a non-equilibrium geometry.

Last column: Löwdin spin population.
Cartesian coordinates (Å):
C 3.80 -0.80 -0.16  0.73
C 2.47 1.70 0.29  0.03
C -0.47 0.21 1.46  0.13
C 0.10 -0.38 -1.61  0.08
C 0.34 -0.88 1.43  0.05
C 0.81 -1.27 -0.88  0.06
C -0.11 1.28 0.48  0.05
C 0.26 0.96 -0.98  0.04
C 1.30 -0.67 0.37  0.59
C 1.32 0.89 0.01  0.05
N 4.61 -1.05 -0.92  0.16
N 3.34 2.35 0.59  0.01
H -1.38 0.44 2.06  0.01
H -0.41 -0.44 -2.55  0.01
H 0.20 -1.76 1.97  0.00
H 0.84 -2.19 -1.43  0.00
H -0.27 2.29 0.64  0.00
H 0.28 1.81 -1.60  0.00

Properties
- M: 154.17 g/mol
- Multiplicity: 3
- LUMO level (alpha / beta): 0.0215 / -0.1525 hartree


Listing calculated total energy for the structures above in their given order: -1915.7845, -3960.5885, -1340.9860, -1814.7824, -384.3211, -2113.4913, -3296.2076, -2197.9349, -2132.7532, -1023.1260, -494.1106, -493.8397 Ha.